(1)
C6H11F3NS2 | ωB97M-V/def2-TZVPD

Calculated values
- structure (SMILES) = FC(F)(F)C[NH2+]C1SCCCS1
- charge = +1

Element x y z (Å)
F: 4.406 0.011 2.104
C: 3.142 0.510 2.262
F: 2.904 0.659 3.619
F: 3.047 1.723 1.600
C: 2.114 -0.441 1.659
N: 0.755 0.131 1.318
H: 2.528 -0.910 0.776
H: 1.955 -1.237 2.430
H: 0.648 1.034 1.727
H: 0.029 -0.469 1.711
C: -2.680 -0.458 -1.844
C: -1.392 -1.260 -2.001
S: -0.237 -1.328 -0.621
C: 0.016 0.351 -0.122
S: -1.486 1.353 0.009
C: -2.425 1.006 -1.524
H: -3.194 -0.500 -2.814
H: -3.336 -0.912 -1.102
H: -1.609 -2.338 -2.120
H: -0.825 -0.859 -2.849
H: 0.887 0.935 -0.534
H: -1.875 1.459 -2.355
H: -3.372 1.540 -1.329

Atom charges from the Löwdin analysis, given in e for atoms 1 to 2:
1 F 0.152
2 C -0.502


(2)
C2H12N2O2 | ωB97M-V/def2-TZVPD

Calculated values
- structure (SMILES) = CNCN.O.O
- charge = 0
- ΔE to the lowest compared entry with this formula, charge and spin (eV) = 0.715

Element x y z (Å)
C: 1.632 1.183 -2.009
N: 1.031 0.152 -1.151
C: -0.112 0.650 -0.370
N: -1.093 -0.378 -0.067
H: 2.441 0.687 -2.525
H: 0.929 1.600 -2.743
H: 2.025 2.010 -1.431
H: 0.605 -0.489 -1.818
H: -0.549 1.511 -0.883
H: 0.271 0.986 0.588
H: -1.527 -0.675 -0.937
H: -0.569 -1.198 0.236
H: -2.224 0.950 1.729
H: -3.590 1.499 2.013
O: -2.711 1.444 2.402
H: 1.939 -3.346 1.453
H: 2.011 -2.440 0.239
O: 1.406 -2.720 0.936

Atom charges from the Löwdin analysis, given in e for atoms 1 to 2:
1 C -0.142
2 N -0.130


Highest occupied orbital energy: -13.1, -9.4 (eV)